[1]
Here is a cluster of 2 separate species, C4H13N2O2 in total in a non-equilibrium geometry from the Open Molecules 2025 dataset. Energies are from ωB97M-V/def2-TZVPD.

The calculation puts the orbital gap at 0.263 Ha. The calculation puts the HOMO energy at -3.39 eV. The calculated total energy comes out at -11433.64697 eV. The calculation puts the LUMO energy at 3.76 eV. As for the total charge: -1. For the energy relative to the best compared isomer or geometry (same formula, charge and spin), the calculation gives 105.2 kJ/mol.

Element x y z (Å)
C1 0.04 -0.35 0.37
C2 -0.54 1.10 0.37
C3 -1.02 1.69 1.71
N1 -2.48 1.53 1.81
N2 -0.59 -1.23 -0.59
C4 0.44 -1.89 -1.53
O1 1.29 -1.11 -2.19
H1 1.12 -0.17 0.24
H2 -0.13 -0.79 1.36
H3 -1.33 1.12 -0.43
H4 0.20 1.75 -0.10
H5 -0.52 1.12 2.51
H6 -0.64 2.69 1.88
H7 -2.75 1.03 0.98
H8 -2.82 1.11 2.66
H9 -1.22 -0.73 -1.20
H10 0.99 -2.57 -0.84
H11 -0.20 -2.40 -2.30
H12 3.99 -1.02 -1.90
H13 2.58 -0.57 -1.43
O2 3.57 -0.33 -1.36

---

[2]
Here is a structure of composition C42H50N2O5SeV from the Open Molecules 2025 dataset. Energies are from ωB97M-V/def2-TZVPD.

The calculation puts the orbital gap (spin up / spin down) at 0.264 / 0.264 Ha. The calculation puts the HOMO energy (spin up / spin down) at -4.78 / -4.80 eV. The calculated total energy comes out at -148624.32230 eV. As for the spin multiplicity: 3. The calculation puts the LUMO energy (spin up / spin down) at 2.40 / 2.40 eV. As for the total charge: -1.

Element x y z (Å)
V1 -0.06 -0.12 0.05
C1 -5.14 -5.26 -1.93
C2 -3.69 -5.75 -1.98
C3 -3.26 -5.88 -3.45
C4 -3.63 -7.14 -1.35
C5 -2.78 -4.75 -1.27
C6 -2.70 -3.44 -1.71
C7 -1.86 -2.53 -1.10
Se1 -1.73 -0.74 -1.79
C8 -0.32 -0.96 -3.07
C9 -0.63 -1.17 -4.41
C10 0.38 -1.29 -5.35
C11 1.69 -1.16 -4.87
C12 2.05 -0.94 -3.55
C13 1.00 -0.86 -2.59
O1 1.26 -0.66 -1.32
C14 3.55 -0.79 -3.25
C15 3.94 -0.59 -1.78
C16 4.28 -2.06 -3.74
C17 4.08 0.43 -4.02
C18 0.13 -1.54 -6.83
C19 0.81 -2.85 -7.26
C20 0.72 -0.38 -7.66
C21 -1.36 -1.64 -7.15
C22 -1.04 -2.88 0.00
O2 -0.20 -2.02 0.53
C23 -1.12 -4.21 0.48
C24 -1.98 -5.09 -0.18
C25 -0.35 -4.78 1.69
C26 -1.37 -5.32 2.71
C27 0.54 -3.80 2.45
C28 0.54 -5.93 1.20
H1 -5.80 -5.96 -2.44
H2 -5.25 -4.28 -2.40
H3 -5.48 -5.16 -0.89
H4 -3.91 -6.58 -3.98
H5 -2.23 -6.23 -3.53
H6 -3.32 -4.92 -3.97
H7 -4.30 -7.81 -1.89
H8 -3.95 -7.12 -0.31
H9 -2.63 -7.56 -1.39
H10 -3.30 -3.11 -2.56
H11 -1.67 -1.24 -4.70
H12 2.50 -1.23 -5.60
H13 3.64 -1.43 -1.15
H14 3.51 0.31 -1.35
H15 5.03 -0.50 -1.75
H16 3.92 -2.93 -3.20
H17 5.36 -1.96 -3.55
H18 4.15 -2.23 -4.80
H19 3.58 1.34 -3.68
H20 3.93 0.35 -5.10
H21 5.16 0.54 -3.84
H22 1.89 -2.81 -7.09
H23 0.64 -3.04 -8.32
H24 0.41 -3.69 -6.69
H25 1.79 -0.28 -7.50
H26 0.26 0.57 -7.38
H27 0.54 -0.55 -8.72
H28 -1.83 -2.47 -6.61
H29 -1.49 -1.82 -8.22
H30 -1.89 -0.73 -6.89
H31 -2.02 -6.10 0.19
H32 -2.01 -4.51 3.07
H33 -0.84 -5.75 3.56
H34 -2.01 -6.10 2.29
H35 -0.02 -2.96 2.87
H36 1.33 -3.38 1.83
H37 1.00 -4.35 3.28
H38 -0.03 -6.72 0.72
H39 1.08 -6.36 2.05
H40 1.27 -5.56 0.48
O3 0.55 3.11 -2.84
C29 1.79 3.43 -2.41
C30 2.56 4.24 -3.24
C31 3.84 4.59 -2.88
C32 4.39 4.14 -1.67
C33 3.62 3.34 -0.85
C34 2.32 2.97 -1.20
C35 1.54 2.06 -0.32
O4 0.33 1.74 -0.70
N1 2.11 1.60 0.76
N2 1.22 0.70 1.36
C36 1.16 0.62 2.63
C37 0.06 -0.08 3.29
C38 0.23 -0.50 4.61
C39 -0.79 -1.12 5.30
C40 -2.03 -1.28 4.67
C41 -2.23 -0.84 3.38
C42 -1.19 -0.24 2.64
O5 -1.43 0.16 1.41
H41 0.19 2.49 -2.17
H42 2.13 4.57 -4.18
H43 4.44 5.21 -3.54
H44 5.39 4.41 -1.39
H45 4.01 2.96 0.08
H46 1.91 1.15 3.22
H47 1.19 -0.35 5.08
H48 -0.65 -1.46 6.32
H49 -2.84 -1.76 5.20
H50 -3.18 -0.97 2.88

---

[3]
Here is a cluster of 2 separate species, C10H16 in total in a non-equilibrium geometry from the Open Molecules 2025 dataset. Energies are from ωB97M-V/def2-TZVPD.

The calculation puts the orbital gap (spin up / spin down) at 0.348 / 0.200 Ha. The calculation puts the HOMO energy (spin up / spin down) at -13.83 / -13.83 eV. The calculated total energy comes out at -10618.63869 eV. As for the spin multiplicity: 2. The calculation puts the LUMO energy (spin up / spin down) at -4.37 / -8.38 eV. As for the total charge: +1. For the energy relative to the best compared isomer or geometry (same formula, charge and spin), the calculation gives 215.6 kJ/mol.

Element x y z (Å)
C1 -1.18 3.98 -1.99
C2 0.93 0.66 -0.65
C3 0.19 0.48 -1.90
C4 1.14 1.86 0.05
C5 -0.38 1.65 -2.32
C6 0.43 2.96 -0.44
C7 -0.17 2.86 -1.64
H1 1.34 -0.17 -0.25
H2 0.05 -0.60 -2.24
H3 1.89 1.77 0.79
H4 -0.80 1.57 -3.47
H5 0.56 3.87 0.07
H6 -1.64 3.84 -2.98
H7 -0.83 5.07 -1.91
H8 -1.86 4.03 -1.11
C8 -0.28 -3.13 1.25
C9 -1.01 -2.97 2.66
C10 1.28 -3.23 1.44
H9 -0.69 -3.98 0.65
H10 -0.37 -2.16 0.69
H11 -0.42 -3.27 3.42
H12 -1.91 -3.52 2.62
H13 1.85 -2.93 0.54
H14 1.63 -2.50 2.13
H15 -1.31 -1.99 2.74
H16 1.55 -4.13 1.89

---

[4]
Here is a structure of composition C24H30F5MoN4O5Se from the Open Molecules 2025 dataset. Energies are from ωB97M-V/def2-TZVPD.

The calculation puts the orbital gap (spin up / spin down) at 0.256 / 0.261 Ha. The calculation puts the HOMO energy (spin up / spin down) at -10.76 / -11.04 eV. The calculated total energy comes out at -122355.32066 eV. As for the spin multiplicity: 3. The calculation puts the LUMO energy (spin up / spin down) at -3.79 / -3.93 eV. As for the total charge: +1. For the energy relative to the best compared isomer or geometry (same formula, charge and spin), the calculation gives 0.0 kJ/mol.

Element x y z (Å)
Mo1 0.02 -0.13 0.60
C1 3.01 0.79 3.54
C2 2.04 1.19 2.48
O1 1.33 0.21 1.99
C3 1.89 2.48 2.07
C4 0.97 2.90 1.07
C5 0.92 4.36 0.72
N1 0.18 2.06 0.44
N2 -0.58 2.64 -0.57
C6 -1.30 1.74 -1.16
O2 -1.25 0.48 -0.76
C7 -2.19 2.07 -2.28
C8 -2.23 3.36 -2.79
C9 -3.04 3.66 -3.87
C10 -3.82 2.66 -4.45
C11 -3.79 1.37 -3.94
C12 -2.98 1.07 -2.85
H1 2.46 0.45 4.42
H2 3.65 1.62 3.83
H3 3.62 -0.04 3.19
H4 2.50 3.24 2.53
H5 1.61 4.92 1.35
H6 -0.09 4.74 0.84
H7 1.18 4.50 -0.33
H8 -1.62 4.13 -2.34
H9 -3.07 4.66 -4.27
H10 -4.45 2.89 -5.29
H11 -4.39 0.59 -4.38
H12 -2.96 0.07 -2.44
C13 -2.43 1.18 2.08
O3 -1.67 -0.04 2.05
C14 -1.70 -0.69 3.34
C15 -1.21 -2.11 3.26
O4 0.15 -2.07 2.89
C16 0.83 -3.32 2.97
C17 2.31 -3.11 2.85
O5 2.67 -2.66 1.55
C18 4.07 -2.69 1.36
H13 -3.42 0.97 2.47
H14 -2.52 1.54 1.06
H15 -1.92 1.92 2.70
H16 -2.74 -0.69 3.68
H17 -1.09 -0.11 4.04
H18 -1.81 -2.69 2.55
H19 -1.32 -2.56 4.25
H20 0.47 -4.00 2.19
H21 0.62 -3.78 3.95
H22 2.81 -4.06 3.07
H23 2.64 -2.38 3.60
H24 4.46 -3.70 1.48
H25 4.58 -2.03 2.06
H26 4.27 -2.37 0.34
F1 -0.76 -2.02 -6.01
C19 -0.69 -2.15 -4.69
C20 -1.84 -2.09 -3.92
F2 -3.02 -1.91 -4.50
C21 -1.75 -2.21 -2.54
F3 -2.87 -2.13 -1.83
C22 -0.53 -2.37 -1.90
Se1 -0.47 -2.50 0.01
C23 0.60 -2.43 -2.70
F4 1.81 -2.58 -2.14
C24 0.54 -2.31 -4.07
F5 1.66 -2.35 -4.80
N3 1.61 0.49 -2.01
N4 1.78 -0.08 -0.70
H27 2.52 0.68 -2.42
H28 1.13 1.38 -1.91
H29 2.50 0.40 -0.16
H30 2.09 -1.05 -0.84

---

[5]
Here is the ion C3H2N3S2 with charge -1 in a non-equilibrium geometry from the Open Molecules 2025 dataset. Energies are from ωB97M-V/def2-TZVPD.

The calculation puts the orbital gap at 0.226 Ha. The calculation puts the HOMO energy at -2.86 eV. The calculated total energy comes out at -29280.58123 eV. The calculation puts the LUMO energy at 3.29 eV. As for the total charge: -1. For the energy relative to the best compared isomer or geometry (same formula, charge and spin), the calculation gives 76.9 kJ/mol.

Element x y z (Å)
S1 -1.58 2.54 -2.58
C1 -0.91 1.44 -1.72
N1 -0.37 0.80 -0.86
N2 0.38 -0.33 -0.64
S2 2.19 -0.49 -0.82
C2 0.06 -1.02 0.53
C3 0.04 -0.38 1.83
N3 -1.09 -0.58 1.25
H1 0.53 -1.99 0.52
H2 0.74 0.00 2.49

---

[6]
Here is a structure of composition C42H57As3Cl6N2O5PbTe in a non-equilibrium geometry from the Open Molecules 2025 dataset. Energies are from ωB97M-V/def2-TZVPD.

The calculation puts the orbital gap at 0.218 Ha. The calculation puts the HOMO energy at -2.26 eV. The calculated total energy comes out at -327885.89405 eV. The calculation puts the LUMO energy at 3.67 eV. As for the total charge: -2. For the energy relative to the best compared isomer or geometry (same formula, charge and spin), the calculation gives 0.0 kJ/mol.

Element x y z (Å)
Pb1 0.25 -0.11 -1.10
C1 -4.24 -2.38 0.70
As1 -2.39 -1.92 1.03
C2 -1.64 -3.45 0.01
C3 -2.24 -2.69 2.89
C4 -2.44 -1.78 4.10
C5 -3.76 -0.98 3.96
C6 -1.32 -0.78 4.39
As2 -1.10 0.72 3.13
C7 -2.28 2.08 4.00
C8 0.52 1.46 4.09
C9 -2.65 -2.75 5.32
As3 -1.29 -4.01 6.04
C10 -1.73 -5.62 5.04
C11 0.39 -3.54 5.25
H1 -4.89 -1.70 1.21
H2 -4.55 -3.41 1.00
H3 -4.39 -2.21 -0.37
H4 -2.11 -4.37 0.36
H5 -0.57 -3.54 0.13
H6 -1.82 -3.30 -1.02
H7 -1.24 -3.19 2.92
H8 -3.04 -3.40 3.06
H9 -3.70 -0.23 3.14
H10 -4.00 -0.41 4.91
H11 -4.58 -1.63 3.73
H12 -0.35 -1.28 4.28
H13 -1.45 -0.48 5.41
H14 -2.21 1.98 5.10
H15 -3.25 1.99 3.56
H16 -1.88 3.06 3.75
H17 0.38 1.80 5.16
H18 0.83 2.35 3.50
H19 1.47 0.85 4.00
H20 -3.57 -3.38 5.24
H21 -2.93 -2.12 6.18
H22 -2.79 -5.83 5.23
H23 -1.15 -6.45 5.49
H24 -1.51 -5.59 3.91
H25 0.72 -2.60 5.69
H26 0.39 -3.53 4.16
H27 1.04 -4.36 5.61
Cl1 1.43 -1.55 1.86
C12 1.91 -2.62 0.49
C13 1.52 -2.30 -0.79
C14 1.83 -3.25 -1.79
Cl2 1.43 -2.93 -3.43
C15 2.41 -4.48 -1.53
Cl3 2.83 -5.67 -2.79
C16 2.73 -4.78 -0.18
Cl4 3.49 -6.30 0.18
C17 2.55 -3.82 0.82
Cl5 3.24 -4.11 2.44
O1 -2.76 1.99 0.49
O2 -4.16 1.65 0.21
Cl6 -3.12 4.60 -0.29
C18 -2.70 3.22 0.99
H28 -3.46 3.47 1.72
H29 -1.71 3.45 1.38
C19 -4.81 2.25 -2.73
Te1 -4.05 0.33 -2.17
C20 -4.11 -0.37 -4.22
H30 -4.47 2.90 -1.93
H31 -5.89 2.18 -2.80
H32 -4.38 2.54 -3.70
H33 -4.75 0.26 -4.87
H34 -4.67 -1.35 -4.21
H35 -3.12 -0.54 -4.61
C21 -1.07 2.92 -4.44
C22 -0.88 2.02 -5.65
C23 0.43 1.22 -5.50
C24 0.52 0.20 -6.69
C25 1.59 -0.86 -6.62
C26 1.58 2.15 -5.58
O3 1.64 2.95 -6.52
N1 2.50 2.14 -4.58
C27 2.42 1.33 -3.43
O4 3.35 1.43 -2.64
N2 1.36 0.51 -3.25
C28 0.42 0.39 -4.23
O5 -0.53 -0.36 -4.06
H36 -1.94 3.55 -4.56
H37 -0.17 3.49 -4.22
H38 -1.30 2.37 -3.54
H39 -0.76 2.56 -6.59
H40 -1.72 1.35 -5.76
H41 0.66 0.78 -7.62
H42 -0.49 -0.24 -6.75
H43 2.65 -0.49 -6.61
H44 1.52 -1.51 -7.52
H45 1.53 -1.47 -5.71
H46 3.27 2.78 -4.57
C29 4.10 5.84 0.63
C30 4.62 4.71 0.04
C31 3.86 3.60 -0.20
C32 2.49 3.62 0.14
C33 1.95 4.80 0.63
C34 2.73 5.91 0.96
C35 1.60 2.50 -0.15
C36 1.90 1.19 -0.15
C37 3.23 0.74 0.36
C38 4.01 -0.14 -0.40
C39 5.22 -0.64 0.09
C40 5.67 -0.29 1.35
C41 4.92 0.65 2.11
C42 3.70 1.12 1.66
H47 4.78 6.70 0.82
H48 5.70 4.68 -0.18
H49 4.31 2.69 -0.65
H50 0.90 4.87 0.78
H51 2.36 6.85 1.43
H52 0.57 2.80 -0.39
H53 3.69 -0.38 -1.37
H54 5.82 -1.28 -0.54
H55 6.67 -0.56 1.65
H56 5.35 1.01 3.04
H57 3.08 1.79 2.25

---

[7]
Here is a structure of composition C8H32BaN17O11 in a non-equilibrium geometry from the Open Molecules 2025 dataset. Energies are from ωB97M-V/def2-TZVPD.

The calculation puts the orbital gap at 0.327 Ha. The calculation puts the HOMO energy at -10.73 eV. The calculated total energy comes out at -57368.60312 eV. The calculation puts the LUMO energy at -1.83 eV. As for the total charge: +1.

Element x y z (Å)
Ba1 0.05 0.15 -0.22
N1 -0.56 -2.71 -2.62
O1 -0.01 -3.55 -1.92
O2 -1.72 -2.89 -2.96
O3 0.04 -1.55 -2.84
C1 -0.82 0.71 3.68
O4 -0.62 -0.23 2.92
N2 -0.53 1.99 3.35
N3 -1.35 0.50 4.89
H1 -1.00 2.80 3.71
H2 -0.53 2.13 2.33
H3 -1.42 1.29 5.50
H4 -1.43 -0.43 5.25
C2 -3.48 0.39 1.03
O5 -2.41 0.92 0.69
N4 -4.57 0.33 0.23
N5 -3.54 -0.15 2.23
H5 -4.79 1.20 -0.22
H6 -5.31 -0.38 0.38
H7 -4.33 -0.68 2.57
H8 -2.64 -0.45 2.51
C3 2.66 0.67 -2.90
O6 2.11 0.85 -1.83
N6 2.08 0.12 -3.95
N7 4.00 0.82 -3.18
H9 2.52 0.15 -4.84
H10 1.27 -0.34 -3.73
H11 4.63 1.30 -2.57
H12 4.40 0.48 -4.04
C4 2.83 0.57 2.47
O7 2.36 0.86 1.36
N8 3.65 1.43 3.10
N9 2.41 -0.55 3.13
H13 4.28 1.23 3.85
H14 3.85 2.29 2.63
H15 2.75 -0.93 3.96
H16 2.03 -1.25 2.47
C5 -2.00 -2.96 0.24
O8 -1.68 -1.86 -0.18
N10 -1.74 -3.29 1.57
N11 -2.53 -3.96 -0.50
H17 -1.08 -2.67 1.99
H18 -1.62 -4.28 1.70
H19 -2.73 -4.91 -0.18
H20 -2.63 -3.83 -1.48
C6 2.56 -2.42 -0.10
O9 1.52 -2.10 0.46
N12 2.71 -3.71 -0.55
N13 3.63 -1.60 -0.29
H21 1.93 -4.30 -0.76
H22 3.65 -3.98 -0.76
H23 3.44 -0.64 -0.09
H24 4.41 -1.87 -0.96
C7 0.72 3.80 0.09
O10 0.18 2.89 0.68
N14 1.40 4.81 0.82
N15 0.83 3.90 -1.22
H25 1.63 4.65 1.78
H26 1.29 5.77 0.55
H27 0.27 3.29 -1.80
H28 1.70 4.28 -1.60
C8 -2.44 1.12 -2.88
O11 -1.30 1.32 -2.47
N16 -3.22 2.06 -3.54
N17 -2.98 -0.11 -2.88
H29 -2.61 2.88 -3.70
H30 -3.79 1.76 -4.33
H31 -2.55 -0.94 -2.60
H32 -3.84 -0.19 -3.41

---

[8]
Here is a structure of composition C37H32N2O2PPtS2 from the Open Molecules 2025 dataset. Energies are from ωB97M-V/def2-TZVPD.

The calculation puts the orbital gap (spin up / spin down) at 0.242 / 0.242 Ha. The calculation puts the HOMO energy (spin up / spin down) at -10.97 / -10.97 eV. The calculated total energy comes out at -80166.50279 eV. The calculation puts the LUMO energy (spin up / spin down) at -4.37 / -4.37 eV. As for the total charge: +1. For the energy relative to the best compared isomer or geometry (same formula, charge and spin), the calculation gives 54.1 kJ/mol.

Element x y z (Å)
Pt1 1.25 0.41 1.53
S1 1.14 0.19 -0.74
C1 -0.42 0.75 -1.08
N1 -1.08 0.33 -2.14
C2 -2.48 0.70 -2.34
C3 -2.68 2.13 -1.91
N2 -2.25 2.27 -0.53
C4 -3.02 3.19 0.33
C5 -2.70 4.64 0.07
C6 -1.90 5.36 0.95
C7 -1.60 6.69 0.70
C8 -2.09 7.31 -0.44
C9 -2.90 6.60 -1.32
C10 -3.21 5.28 -1.06
C11 -1.07 1.76 -0.15
S2 -0.30 2.25 1.24
C12 -0.45 -0.57 -3.12
C13 0.52 0.16 -4.02
C14 0.11 1.27 -4.75
C15 1.00 1.93 -5.58
C16 2.30 1.48 -5.69
C17 2.72 0.37 -4.97
C18 1.83 -0.28 -4.13
H1 -3.11 0.03 -1.75
H2 -2.73 0.57 -3.39
H3 -3.73 2.41 -1.99
H4 -2.10 2.81 -2.55
H5 -2.80 2.93 1.37
H6 -4.07 2.98 0.13
H7 -1.52 4.88 1.84
H8 -0.98 7.24 1.39
H9 -1.85 8.35 -0.63
H10 -3.30 7.09 -2.19
H11 -3.87 4.75 -1.74
H12 -1.26 -1.03 -3.68
H13 0.07 -1.35 -2.57
H14 -0.92 1.62 -4.69
H15 0.67 2.79 -6.15
H16 3.00 1.99 -6.34
H17 3.73 0.02 -5.05
H18 2.15 -1.14 -3.56
O1 2.67 0.62 5.30
C19 1.94 0.14 4.46
O2 1.49 0.84 3.45
C20 1.45 -1.29 4.66
C21 1.35 -1.70 5.99
C22 0.89 -2.97 6.30
C23 0.53 -3.86 5.30
C24 0.64 -3.47 3.98
C25 1.09 -2.19 3.65
P1 1.25 -1.80 1.90
C26 -0.28 -2.40 1.13
C27 -0.34 -3.52 0.32
C28 -1.55 -3.92 -0.25
C29 -2.70 -3.20 0.01
C30 -2.66 -2.09 0.85
C31 -1.46 -1.69 1.40
C32 2.60 -2.83 1.26
C33 2.85 -2.87 -0.11
C34 3.90 -3.62 -0.61
C35 4.73 -4.32 0.26
C36 4.49 -4.27 1.63
C37 3.43 -3.53 2.13
H19 1.65 -1.01 6.76
H20 0.81 -3.26 7.34
H21 0.18 -4.85 5.54
H22 0.37 -4.16 3.19
H23 0.56 -4.10 0.12
H24 -1.59 -4.80 -0.87
H25 -3.64 -3.51 -0.42
H26 -3.57 -1.54 1.08
H27 -1.42 -0.83 2.06
H28 2.22 -2.32 -0.80
H29 4.09 -3.65 -1.67
H30 5.55 -4.90 -0.12
H31 5.14 -4.81 2.31
H32 3.26 -3.49 3.20

---

> Which formula does entry 6 have?

C42H57As3Cl6N2O5PbTe

---

> What is the formula in the second record?

C42H50N2O5SeV